1.
The following is a DFT calculation (ωB97M-V with the def2-TZVPD basis set) of C26H23BCl3N9OSSiTb as an isolated structure.

Output
Kohn-Sham gap (spin up / spin down)	0.1752 / 0.2363	Eh
energy above the lowest of the compared OMol25 structures with the same formula, charge and spin	47.47	kcal/mol
charge	-2
multiplicity	8
electronic energy	-4490.41838	a.u.
expectation value of S²	15.87
F_max	1.603	eV/A

Last column: Löwdin charge in e.
Cartesian coordinates (Å):
1 Tb -0.30004 0.27347 0.86598  1.28
2 C -3.28274 1.06657 -2.81092  -0.08
3 C -3.15704 0.97837 -1.42202  -0.17
4 N -1.94884 1.36887 -1.04032  -0.01
5 N -1.28514 1.72167 -2.14402  -0.03
6 C -2.06074 1.54337 -3.22672  -0.10
7 B 0.07216 2.42707 -2.10992  -0.55
8 N 1.25246 1.44857 -1.95522  -0.03
9 C 2.14316 1.10027 -2.89792  -0.09
10 C 3.21396 0.48907 -2.28272  -0.07
11 C 2.88166 0.50707 -0.92752  -0.15
12 N 1.69456 1.06947 -0.74852  0.00
13 N 0.09536 3.35717 -0.89182  -0.04
14 C 0.28516 4.68497 -0.88702  -0.09
15 C 0.23646 5.12257 0.41908  -0.07
16 C 0.00706 3.95927 1.15698  -0.15
17 N -0.06964 2.90867 0.35628  -0.02
18 H -4.13354 0.80837 -3.41062  0.08
19 H -3.89214 0.65267 -0.70872  0.04
20 H -1.69384 1.75657 -4.21042  0.11
21 H 0.21516 3.05747 -3.11512  0.11
22 H 1.96036 1.30037 -3.93522  0.11
23 H 4.08966 0.07597 -2.74132  0.09
24 H 3.45186 0.14947 -0.09252  0.11
25 H 0.43476 5.23047 -1.79932  0.11
26 H 0.34156 6.12587 0.78088  0.08
27 H -0.10654 3.84577 2.21748  0.09
28 O -1.11584 -1.16003 -0.94672  -0.33
29 N -2.21144 -1.86123 -1.07102  -0.21
30 C -2.75434 -2.01083 -2.29042  -0.06
31 C -3.92894 -2.69383 -2.49072  -0.09
32 C -4.58324 -3.24113 -1.38672  -0.10
33 C -4.00484 -3.11383 -0.14482  -0.11
34 C -2.78724 -2.44073 0.03738  -0.72
35 S -1.99834 -2.34103 1.52648  0.58
36 H -2.20414 -1.54673 -3.09422  0.13
37 H -4.32584 -2.79133 -3.49082  0.09
38 H -5.53094 -3.74693 -1.50722  0.09
39 H -4.47334 -3.51383 0.73958  0.10
40 C 3.53436 -3.85253 -1.67522  -0.15
41 C 4.02086 -3.77813 -0.37532  -0.14
42 C 3.40166 -2.99693 0.57108  -0.05
43 C 2.25866 -2.22743 0.24498  -0.32
44 C 1.77996 -2.32013 -1.07922  -0.06
45 C 2.40086 -3.11733 -2.01172  -0.12
46 N 1.64196 -1.38483 1.12358  -0.11
47 N 2.29466 -1.30283 2.29178  0.00
48 C 1.87566 -0.41023 3.22498  -0.36
49 C 2.61106 -0.46113 4.43088  -0.08
50 C 2.31836 0.39027 5.46918  -0.15
51 C 1.29756 1.31657 5.31568  -0.15
52 C 0.59976 1.38827 4.11088  -0.19
53 C 0.83076 0.55667 3.01168  -0.22
54 H 4.03616 -4.46243 -2.41652  0.07
55 H 4.90706 -4.34253 -0.10102  0.08
56 H 3.77946 -2.93073 1.58098  0.08
57 H 0.91396 -1.73153 -1.35492  0.08
58 H 2.01166 -3.17113 -3.02442  0.09
59 H 3.41206 -1.18833 4.51218  0.09
60 H 2.88096 0.33997 6.40108  0.08
61 H 1.03906 1.97857 6.13808  0.08
62 H -0.17244 2.15617 4.04998  0.06
63 Cl -4.84614 0.54887 1.65218  0.02
64 Si -2.82624 1.07607 2.34618  -0.49
65 Cl -3.43574 3.10997 2.93738  -0.04
66 Cl -3.09284 0.24877 4.30638  0.02



2.
The following is a DFT calculation (ωB97M-V with the def2-TZVPD basis set) of C26H23Cl6CoI2N3O4 as an isolated structure.

Output
Kohn-Sham gap (spin up / spin down)	0.2481 / 0.2497	Eh
energy above the lowest of the compared OMol25 structures with the same formula, charge and spin	33.84	kcal/mol
charge	-2
multiplicity	2
electronic energy	-6209.33330	a.u.
expectation value of S²	1.22
F_max	1.066	eV/A

Last column: Löwdin charge in e.
Cartesian coordinates (Å):
1 Co -0.96610 -0.63702 -0.21127  0.32
2 C 1.57086 -0.91477 -2.56590  -0.09
3 C 2.01880 0.51243 -2.54605  -0.21
4 C 3.20379 0.85856 -3.18754  -0.10
5 C 3.70460 2.15130 -3.14230  -0.13
6 C 3.02425 3.09535 -2.39225  -0.09
7 C 1.83715 2.78642 -1.73648  -0.22
8 C 1.20647 3.83225 -0.86218  -0.06
9 C 1.28318 1.49420 -1.85264  -0.19
10 N 0.06897 1.18236 -1.21209  0.10
11 C -0.94638 2.01046 -1.49179  -0.52
12 O -1.02711 2.90858 -2.33781  -0.01
13 C -2.13301 1.82270 -0.56875  -0.17
14 C -3.31203 2.54501 -0.63188  0.01
15 C -4.26127 2.31871 0.35379  -0.04
16 C -4.00753 1.42069 1.38917  0.01
17 C -2.81525 0.72932 1.36201  -0.17
18 N -1.93623 0.93383 0.39039  0.08
19 C -2.31108 -0.25186 2.39180  -0.52
20 O -2.83576 -0.27927 3.51229  0.01
21 N -1.26527 -0.93459 1.92996  0.01
22 C -0.57297 -1.75609 2.85358  -0.23
23 C -0.96043 -3.06840 3.13714  -0.25
24 C -2.30050 -3.60077 2.71242  -0.10
25 C -0.11760 -3.87349 3.89768  -0.07
26 C 1.07010 -3.38575 4.41791  -0.11
27 C 1.38970 -2.05060 4.22685  -0.07
28 C 0.57097 -1.22492 3.46668  -0.20
29 C 0.89809 0.23936 3.33833  -0.04
30 H 2.29196 -1.54247 -3.09045  0.07
31 H 0.58866 -1.02755 -3.02204  0.04
32 H 1.49652 -1.29048 -1.54535  -0.01
33 H 3.73678 0.08657 -3.73363  0.10
34 H 4.61989 2.40984 -3.66264  0.08
35 H 3.41976 4.10226 -2.29939  0.10
36 H 1.93751 4.60329 -0.61115  0.07
37 H 0.83616 3.38386 0.06336  0.08
38 H 0.35039 4.29309 -1.35782  0.07
39 H -3.45708 3.23273 -1.45131  0.12
40 H -5.20432 2.85195 0.32367  0.10
41 H -4.70832 1.23375 2.19018  0.11
42 H -2.75207 -2.98851 1.93663  -0.03
43 H -2.97733 -3.59625 3.57083  0.08
44 H -2.21900 -4.62564 2.34365  0.07
45 H -0.41044 -4.90217 4.08020  0.10
46 H 1.72476 -4.03140 4.99093  0.09
47 H 2.28858 -1.63492 4.66992  0.10
48 H 1.27815 0.61924 4.28918  0.08
49 H 0.02076 0.81754 3.06067  0.07
50 H 1.66259 0.41022 2.57945  0.03
51 Cl 3.73826 1.39411 1.06621  0.55
52 C 4.79123 0.31102 0.14837  -1.01
53 Cl 4.67116 -1.36874 0.68773  0.48
54 H 5.81089 0.64389 0.30577  0.01
55 H 4.50355 0.36150 -0.89560  0.00
56 Cl -2.92526 -2.39883 -0.40083  -0.01
57 Cl -1.07993 0.73290 -4.98618  0.61
58 C -2.33285 -0.43108 -4.51859  -1.47
59 Cl -3.80125 -0.12180 -5.47704  0.54
60 Cl -1.76189 -2.08253 -4.88804  0.56
61 C -2.58917 -0.28389 -2.95621  -0.84
62 O -3.65323 0.19529 -2.60694  -0.01
63 O -1.60381 -0.69932 -2.31381  -0.23
64 I -0.54142 -3.22618 -0.45656  0.51
65 I 2.17142 -4.29534 -0.67422  -0.19